Computed, not measured: a cluster of 7 separate species, C42H78BFN3O24PS8 in total, with ωB97M-V with the def2-TZVPD basis set.

Geometry (Å):
C 4.525 2.973 3.885
C 3.978 4.244 4.646
O 4.170 4.270 5.841
O 3.304 5.250 3.971
C 2.424 5.973 4.862
C 1.311 6.788 4.116
C 0.640 6.035 2.900
C 0.458 4.478 3.096
C -0.986 3.938 2.632
N -1.579 3.204 3.797
C -2.498 4.010 4.565
C -1.893 5.058 5.434
C -2.725 5.956 6.219
C -4.203 5.854 6.167
C -4.835 4.827 5.349
C -6.371 4.610 5.261
C -6.867 3.371 6.108
O -7.856 2.796 5.789
F -6.215 2.937 7.246
C -3.952 3.948 4.563
S -4.795 2.699 3.516
C -3.463 1.480 3.271
C -2.075 1.886 3.457
C -1.042 0.827 3.227
S 0.743 1.138 3.366
C -1.434 -0.540 2.833
B -0.286 -1.648 2.542
N 0.641 -2.209 3.561
O -0.200 -2.132 1.225
C -2.862 -0.911 2.672
N -3.194 -2.274 2.301
C -3.615 -2.882 3.378
C -4.692 -4.027 3.309
C -3.094 -2.539 4.830
C -3.907 0.116 2.888
P -5.765 -0.259 2.712
O -5.952 -1.666 1.795
O -6.176 -0.799 4.281
H 4.851 3.207 2.839
H 5.433 2.663 4.477
H 3.814 2.111 3.935
H 3.078 6.609 5.528
H 1.901 5.242 5.548
H 1.813 7.714 3.700
H 0.584 7.173 4.884
H -0.382 6.492 2.748
H 1.220 6.290 1.970
H 1.203 3.945 2.435
H 0.631 4.123 4.146
H -0.904 3.269 1.731
H -1.629 4.830 2.411
H -0.784 5.203 5.494
H -2.299 6.772 6.854
H -4.843 6.562 6.752
H -6.924 5.498 5.675
H -6.733 4.438 4.219
H 1.094 1.255 4.690
H 0.085 -2.659 4.298
H 1.153 -1.464 4.045
H -0.218 -1.404 0.573
H -4.533 -4.738 4.164
H -5.686 -3.533 3.468
H -4.619 -4.609 2.356
H -3.597 -1.601 5.203
H -3.241 -3.390 5.549
H -1.985 -2.334 4.827
H -5.262 -1.712 1.102
H -5.875 -0.143 4.938
C 1.956 -4.478 0.010
C 0.722 -5.286 0.360
O 0.837 -6.651 -0.070
S 1.766 -7.645 0.781
C 1.224 -9.150 0.031
O 1.339 -7.627 2.149
O 3.136 -7.426 0.415
H 2.824 -4.818 0.578
H 1.800 -3.422 0.235
H 2.201 -4.586 -1.050
H 0.508 -5.238 1.430
H -0.140 -4.865 -0.160
H 0.174 -9.305 0.270
H 1.827 -9.960 0.441
H 1.374 -9.081 -1.045
C -9.603 0.723 4.920
C -10.894 -0.061 4.779
O -11.095 -0.523 3.436
S -10.237 -1.781 2.926
C -11.153 -2.085 1.445
O -10.435 -2.877 3.829
O -8.927 -1.331 2.564
H -8.734 0.079 4.772
H -9.528 1.166 5.911
H -9.549 1.515 4.171
H -10.926 -0.898 5.481
H -11.737 0.590 5.016
H -12.163 -2.389 1.711
H -10.649 -2.884 0.903
H -11.163 -1.177 0.846
C 0.332 3.825 -2.605
C -0.893 3.002 -2.256
O -0.754 1.635 -2.671
S 0.183 0.664 -1.807
C -0.336 -0.857 -2.542
O -0.254 0.693 -0.437
O 1.550 0.897 -2.164
H 1.200 3.504 -2.028
H 0.160 4.882 -2.394
H 0.587 3.709 -3.660
H -1.116 3.058 -1.188
H -1.758 3.403 -2.787
H -1.386 -1.023 -2.308
H 0.275 -1.655 -2.121
H -0.181 -0.798 -3.618
C 2.730 0.163 -6.165
C 3.927 0.734 -5.429
O 4.444 1.904 -6.077
S 3.638 3.283 -5.908
C 4.886 4.350 -6.558
O 3.472 3.554 -4.510
O 2.524 3.283 -6.811
H 1.877 0.841 -6.114
H 2.429 -0.791 -5.727
H 2.962 0.013 -7.221
H 3.684 0.950 -4.385
H 4.732 -0.003 -5.426
H 5.751 4.326 -5.899
H 4.473 5.358 -6.599
H 5.149 4.015 -7.560
C 8.129 0.525 -8.784
C 9.327 1.095 -8.050
O 9.845 2.264 -8.698
S 9.044 3.645 -8.530
C 10.295 4.708 -9.182
O 8.880 3.923 -7.132
O 7.931 3.648 -9.433
H 7.276 1.204 -8.733
H 7.827 -0.428 -8.347
H 8.359 0.376 -9.841
H 9.086 1.311 -7.006
H 10.131 0.357 -8.048
H 11.160 4.682 -8.522
H 9.884 5.716 -9.224
H 10.556 4.371 -10.183
C 4.116 -7.298 -3.040
C 4.799 -7.418 -4.389
O 4.397 -8.605 -5.085
S 2.949 -8.629 -5.779
C 3.186 -10.097 -6.732
O 2.840 -7.509 -6.666
O 1.960 -8.893 -4.775
H 3.043 -7.137 -3.156
H 4.522 -6.457 -2.475
H 4.244 -8.212 -2.459
H 4.619 -6.533 -5.004
H 5.877 -7.493 -4.240
H 3.964 -9.917 -7.470
H 2.243 -10.326 -7.227
H 3.462 -10.910 -6.064

The value obtained for the HOMO-LUMO gap is 7.78 eV. The spin multiplicity is 1. The SMILES is CC(=O)OCCCCCN1c2cccc(CC(=O)F)c2Sc2c1c(S)c(B(N)O)c(N=C(C)C)c2P(O)O.CCOS(C)(=O)=O.CCOS(C)(=O)=O.CCOS(C)(=O)=O.CCOS(C)(=O)=O.CCOS(C)(=O)=O.CCOS(C)(=O)=O. For the calculated total energy, the calculation gives -197790.8495 eV. For the LUMO energy, the calculation gives -0.022 eV. The value obtained for the HOMO energy is -7.8 eV.

Here are the Löwdin charges for atoms 1 to 4, given in e:
1 C 0.020
2 C -0.475
3 O 0.077
4 O -0.030